# 1
A cluster of 7 separate species, C20H25B2F23O10 in total at a distorted geometry. Source: OMol25; level of theory: ωB97M-V/def2-TZVPD.

```
80
C20H25B2F23O10 (ωB97M-V/def2-TZVPD)
B 3.76 2.98 11.18
F 3.09 3.95 11.88
F 3.79 3.53 9.91
F 5.04 2.90 11.62
F 3.09 1.82 11.22
B 9.50 5.63 7.33
F 9.25 5.34 8.59
F 8.41 5.05 6.73
F 9.58 7.00 7.15
F 10.72 5.08 6.98
C 12.48 -4.69 -0.71
C 11.68 -3.64 0.10
O 12.16 -2.27 -0.12
C 11.52 -1.25 0.59
O 10.66 -1.37 1.47
C 11.94 0.21 0.14
F 13.00 0.22 -0.67
F 10.95 0.77 -0.58
F 12.12 1.07 1.15
H 12.01 -5.60 -1.09
H 13.32 -5.07 -0.12
H 12.99 -4.24 -1.56
H 11.60 -3.83 1.17
H 10.62 -3.77 -0.10
C 7.10 13.41 1.69
C 5.75 12.81 1.69
O 5.84 11.44 1.29
C 5.58 10.43 2.07
O 5.35 10.52 3.29
C 5.36 9.17 1.30
F 5.55 9.24 -0.02
F 6.14 8.23 1.80
F 4.09 8.80 1.41
H 7.14 14.25 2.38
H 7.27 13.91 0.74
H 7.99 12.88 2.03
H 5.17 13.51 1.09
H 5.12 12.94 2.57
C 15.21 6.30 13.19
C 14.59 5.06 12.60
O 14.76 3.87 13.37
C 14.15 2.82 13.08
O 13.51 2.61 12.05
C 14.53 1.62 13.94
F 14.16 1.79 15.22
F 13.99 0.47 13.46
F 15.84 1.43 13.82
H 14.74 6.44 14.16
H 15.12 7.19 12.58
H 16.21 6.02 13.50
H 15.24 4.90 11.74
H 13.60 5.19 12.16
C 17.20 -4.74 8.09
C 16.97 -4.24 6.67
O 17.37 -2.90 6.60
C 16.51 -1.83 6.69
O 15.31 -1.83 6.96
C 17.18 -0.46 6.48
F 18.28 -0.54 5.78
F 16.32 0.38 5.93
F 17.49 0.07 7.63
H 18.21 -4.71 8.48
H 16.78 -5.74 8.19
H 16.60 -4.17 8.80
H 15.91 -4.22 6.42
H 17.59 -4.76 5.94
C 12.10 14.63 8.82
C 11.90 13.56 9.88
O 11.91 14.08 11.17
C 11.24 13.50 12.18
O 10.56 12.47 12.06
C 11.33 14.27 13.51
F 11.91 15.43 13.50
F 10.07 14.42 14.07
F 12.04 13.50 14.33
H 13.10 15.04 8.72
H 11.37 15.44 8.92
H 11.89 14.25 7.82
H 12.69 12.82 9.77
H 10.98 13.01 9.66
```

For the energy relative to the best compared isomer or geometry (same formula, charge and spin), the calculation gives 82.3 kcal/mol. Its HOMO-LUMO gap is 7.40 eV. As for the LUMO energy: 2.73 eV. The spin multiplicity is 1. The HOMO energy is -4.67 eV. Its total charge is -2.

=====

# 2
The molecule C20H25BrN4O3 at a distorted geometry. Source: OMol25; level of theory: ωB97M-V/def2-TZVPD.

```
53
C20H25BrN4O3 (ωB97M-V/def2-TZVPD)
C -3.25 -4.04 -0.60
H -3.86 -4.64 0.07
H -2.42 -3.63 -0.02
C -4.08 -2.92 -1.21
N -4.65 -2.05 -0.18
C -4.11 -0.71 -0.21
C -2.65 -0.69 0.27
N -2.11 0.63 0.53
H -2.74 1.14 1.15
C -1.84 1.43 -0.66
C -1.51 2.86 -0.30
C -1.77 3.87 -1.22
C -1.45 5.18 -0.93
C -0.85 5.50 0.28
C -0.58 4.49 1.20
C -0.90 3.18 0.90
H -0.69 2.40 1.62
H -0.12 4.73 2.14
H -0.60 6.52 0.51
H -1.66 5.96 -1.65
H -2.23 3.62 -2.17
C -0.57 0.91 -1.34
O -0.36 0.99 -2.53
N 0.30 0.41 -0.41
C 1.58 -0.07 -0.56
C 2.22 -0.11 -1.81
C 3.51 -0.59 -1.92
C 4.19 -1.03 -0.79
C 3.58 -0.99 0.46
C 2.29 -0.51 0.56
Br 1.47 -0.46 2.28
H 4.12 -1.33 1.33
N 5.53 -1.52 -0.90
O 6.03 -1.54 -2.00
O 6.08 -1.89 0.12
H 4.00 -0.63 -2.88
H 1.68 0.23 -2.67
H -0.11 0.37 0.52
H -2.64 1.41 -1.40
H -2.59 -1.26 1.20
H -2.01 -1.18 -0.47
H -4.70 -0.10 0.49
H -4.19 -0.25 -1.21
C -6.10 -2.10 -0.12
C -6.59 -3.44 0.41
H -6.12 -3.66 1.37
H -6.36 -4.25 -0.28
H -7.67 -3.41 0.55
H -6.43 -1.32 0.57
H -6.56 -1.90 -1.10
H -4.88 -3.36 -1.81
H -3.45 -2.34 -1.89
H -2.85 -4.68 -1.38
```

For the energy relative to the best compared isomer or geometry (same formula, charge and spin), the calculation gives 103.0 kcal/mol. Its HOMO-LUMO gap is 8.18 eV. As for the LUMO energy: -0.50 eV. As for the structure (SMILES): CCN(CC)CCN[C@H](C(=O)Nc1ccc([N+](=O)[O-])cc1Br)c1ccccc1. The spin multiplicity is 1. The HOMO energy is -8.68 eV. Its total charge is 0.

=====

# 3
A structure of composition C20H25Cl2NO6SSc. Source: OMol25; level of theory: ωB97M-V/def2-TZVPD.

```
56
C20H25Cl2NO6SSc (ωB97M-V/def2-TZVPD)
Sc 0.41 0.59 -0.13
C -0.26 1.16 2.86
C 1.23 0.96 3.02
O 1.79 0.75 1.71
C 2.81 -0.27 1.65
C 2.16 -1.61 1.45
O 1.24 -1.52 0.34
C 0.39 -2.66 0.24
C -0.74 -2.29 -0.69
O -1.31 -1.04 -0.26
C -2.25 -1.14 0.82
C -2.08 0.09 1.68
O -0.68 0.15 1.92
H -0.49 2.15 2.47
H -0.76 1.01 3.82
H 1.42 0.08 3.63
H 1.69 1.83 3.47
H 3.40 -0.26 2.56
H 3.44 0.00 0.80
H 1.58 -1.91 2.33
H 2.91 -2.38 1.24
H 0.02 -2.92 1.24
H 0.95 -3.52 -0.16
H -1.51 -3.07 -0.71
H -0.38 -2.13 -1.70
H -2.05 -2.04 1.40
H -3.26 -1.20 0.41
H -2.63 -0.02 2.61
H -2.41 1.00 1.17
C -2.47 0.73 -2.28
C -1.26 0.16 -2.96
C -1.45 -0.50 -4.20
C -0.38 -1.03 -4.85
C 0.92 -0.85 -4.33
C 2.07 -1.29 -5.01
C 3.31 -1.00 -4.50
C 3.43 -0.24 -3.32
C 2.33 0.21 -2.63
S 2.51 1.26 -1.24
C 1.04 -0.14 -3.12
N -0.07 0.28 -2.41
H -3.01 1.37 -2.99
H -2.22 1.33 -1.41
H -3.16 -0.06 -1.99
H -2.45 -0.58 -4.60
H -0.51 -1.56 -5.78
H 1.96 -1.85 -5.93
H 4.20 -1.33 -5.01
H 4.42 0.03 -2.97
Cl -2.56 4.81 0.06
C -0.95 4.53 -0.64
Cl -0.02 6.01 -0.80
C -0.27 3.51 0.27
O 0.45 3.81 1.19
O -0.63 2.27 -0.03
H -1.11 4.11 -1.63
```

For the energy relative to the best compared isomer or geometry (same formula, charge and spin), the calculation gives 8.0 kcal/mol. Its HOMO-LUMO gap is 7.62 eV. As for the LUMO energy: -2.86 eV. The spin multiplicity is 1. The HOMO energy is -10.48 eV. Its total charge is +1.

=====

# 4
A cluster of 13 separate species, C20H25Cl36N4O4S2 in total at a distorted geometry. Source: OMol25; level of theory: ωB97M-V/def2-TZVPD.

```
91
C20H25Cl36N4O4S2 (ωB97M-V/def2-TZVPD)
C 3.70 0.00 1.37
C 2.99 -0.89 0.34
C 2.34 -0.07 -0.77
O 0.96 0.23 -0.35
C 0.16 0.43 -1.41
O 0.24 1.36 -2.16
C -0.88 -0.65 -1.65
S -2.55 0.06 -1.61
N -3.03 -0.46 -0.03
N -2.87 0.27 1.04
N -3.32 -0.40 2.07
C -3.76 -1.58 1.62
N -3.58 -1.63 0.31
O 3.98 -1.77 -0.20
C 3.51 -2.65 -1.13
O 4.16 -2.90 -2.11
C 2.17 -3.31 -0.88
S 2.26 -4.50 0.50
H 3.09 0.13 2.26
H 4.66 -0.42 1.65
H 3.88 1.00 0.97
H 2.20 -1.42 0.88
H 2.84 0.88 -0.97
H 2.27 -0.60 -1.72
H -0.82 -1.48 -0.95
H -0.74 -1.06 -2.65
H -4.16 -2.38 2.21
H -3.79 -2.38 -0.35
H 1.37 -2.59 -0.72
H 1.92 -3.89 -1.76
H 1.32 -3.99 1.30
C 0.44 -6.49 -3.42
Cl -0.65 -7.13 -2.20
Cl 0.39 -4.72 -3.42
Cl 2.08 -7.05 -3.17
H 0.10 -6.83 -4.39
C -6.69 -4.70 0.40
Cl -5.78 -4.42 -1.10
Cl -7.54 -6.23 0.37
Cl -5.58 -4.61 1.78
H -7.42 -3.90 0.50
C 6.04 1.53 -2.26
Cl 4.32 1.46 -2.69
Cl 6.26 2.53 -0.82
Cl 6.69 -0.08 -2.03
H 6.56 2.01 -3.08
C 0.76 -7.74 3.58
Cl 1.70 -6.63 2.57
Cl -0.21 -8.81 2.56
Cl 1.80 -8.65 4.66
H 0.08 -7.15 4.18
C 0.40 2.43 3.50
Cl 0.76 1.33 4.82
Cl 0.45 1.58 1.95
Cl -1.17 3.21 3.74
H 1.16 3.20 3.48
C -5.50 -7.49 -3.14
Cl -4.12 -8.42 -2.57
Cl -5.09 -6.53 -4.56
Cl -6.88 -8.53 -3.46
H -5.78 -6.80 -2.35
C 2.27 4.54 -4.09
Cl 3.77 4.66 -3.16
Cl 1.26 5.96 -3.83
Cl 2.61 4.31 -5.80
H 1.74 3.67 -3.73
C 5.02 5.16 2.76
Cl 4.47 3.84 1.72
Cl 3.92 5.40 4.12
Cl 6.67 4.85 3.32
H 5.02 6.07 2.17
C 2.93 9.60 -2.42
Cl 1.19 9.66 -2.75
Cl 3.33 10.64 -1.04
Cl 3.45 7.95 -2.15
H 3.45 9.99 -3.28
C 7.40 7.80 -0.63
Cl 7.43 6.88 -2.14
Cl 6.16 9.05 -0.67
Cl 7.12 6.72 0.74
H 8.37 8.27 -0.50
C -8.14 -1.02 2.07
Cl -8.76 -2.46 2.86
Cl -7.97 0.31 3.20
Cl -6.55 -1.39 1.31
H -8.82 -0.73 1.28
C -9.07 4.21 4.32
Cl -8.47 5.70 5.02
Cl -8.40 2.80 5.16
Cl -10.83 4.16 4.34
H -8.75 4.16 3.29
```

Its HOMO-LUMO gap is 6.91 eV. As for the LUMO energy: -4.56 eV. The spin multiplicity is 1. The HOMO energy is -11.47 eV. Its total charge is +1.

=====

# 5
A structure of composition C20H25ClInN5OS2. Source: OMol25; level of theory: ωB97M-V/def2-TZVPD.

```
55
C20H25ClInN5OS2 (ωB97M-V/def2-TZVPD)
In -0.09 0.09 -1.40
N 1.99 -3.81 -1.10
C 1.72 -2.47 -1.13
S 0.84 -1.92 -2.54
N 2.14 -1.77 -0.13
N 1.79 -0.43 -0.18
C 2.58 0.36 0.44
C 2.45 1.80 0.53
C 3.33 2.46 1.41
C 3.29 3.82 1.58
C 2.37 4.56 0.84
C 1.51 3.95 -0.04
C 1.52 2.55 -0.23
O 0.69 2.02 -1.09
H 1.89 -4.32 -1.95
H 2.74 -4.09 -0.48
H 3.42 -0.10 0.96
H 4.04 1.86 1.96
H 3.97 4.31 2.27
H 2.32 5.64 0.96
H 0.80 4.52 -0.63
Cl -0.31 0.95 -4.67
C -1.65 -0.17 -4.54
C -1.93 -1.00 -5.60
C -2.96 -1.91 -5.50
C -3.71 -1.97 -4.33
C -3.42 -1.13 -3.27
C -2.38 -0.19 -3.34
C -2.03 0.68 -2.19
H -1.32 -0.94 -6.50
H -3.19 -2.57 -6.33
H -4.52 -2.69 -4.24
H -4.00 -1.18 -2.36
H -2.76 0.59 -1.39
H -1.92 1.72 -2.49
C 0.22 -2.93 2.64
N -0.17 -1.57 3.00
C -0.37 -1.37 4.43
C -0.72 -0.75 2.08
S -1.34 -1.38 0.63
N -0.80 0.56 2.39
C -1.64 1.47 1.61
C 0.17 1.24 3.24
H 0.95 -3.27 3.38
H 0.68 -2.94 1.66
H -0.64 -3.61 2.65
H -0.83 -2.27 4.84
H -1.04 -0.54 4.61
H 0.57 -1.20 4.95
H -2.52 0.95 1.25
H -1.10 1.89 0.76
H -1.94 2.29 2.26
H 1.01 0.58 3.44
H -0.27 1.56 4.19
H 0.54 2.12 2.72
```

For the energy relative to the best compared isomer or geometry (same formula, charge and spin), the calculation gives 5.7 kcal/mol. Its HOMO-LUMO gap is 8.02 eV. As for the LUMO energy: 0.41 eV. The spin multiplicity is 1. The HOMO energy is -7.60 eV. Its total charge is 0.

=====

# 6
A cluster of 2 separate species, C20H25F8N4O7 in total at a distorted geometry. Source: OMol25; level of theory: ωB97M-V/def2-TZVPD.

```
64
C20H25F8N4O7 (ωB97M-V/def2-TZVPD)
C 5.03 -1.43 1.77
C 4.52 0.10 1.72
O 3.11 0.20 1.45
C 2.72 1.57 1.16
N 2.07 1.57 -0.15
C 0.76 1.77 -0.65
N -0.32 2.00 0.08
C -0.46 2.07 1.55
C -1.96 2.53 1.90
O -2.89 1.52 1.48
C -3.76 1.97 0.43
C -4.21 0.74 -0.50
F -5.59 0.86 -0.71
F -3.93 -0.42 0.24
C -3.38 0.66 -1.88
F -2.12 0.13 -1.51
F -3.26 1.91 -2.50
C -4.05 -0.31 -2.95
F -4.37 -1.55 -2.37
F -5.26 0.21 -3.45
C -3.14 -0.62 -4.23
F -1.98 0.16 -4.32
F -2.88 -2.01 -4.30
N 0.61 1.71 -2.09
C 1.98 1.42 -2.46
C 2.35 1.23 -3.98
C 3.74 1.88 -4.41
N 2.79 1.33 -1.30
O 4.10 1.04 -1.34
H 6.12 -1.45 2.13
H 5.08 -1.78 0.68
H 4.35 -2.06 2.41
H 4.73 0.58 2.73
H 5.19 0.61 0.96
H 3.71 2.14 1.04
H 2.17 2.07 2.00
H -1.19 2.15 -0.45
H -0.28 1.05 2.03
H 0.22 2.88 1.98
H -2.01 2.61 3.04
H -2.18 3.57 1.49
H -4.71 2.41 0.89
H -3.28 2.79 -0.20
H -3.76 -0.40 -5.17
H 2.33 0.10 -4.17
H 1.48 1.67 -4.57
H 4.13 1.32 -5.33
H 4.55 1.82 -3.63
H 3.55 2.95 -4.74
H 4.19 0.06 -1.19
C -1.81 -4.21 2.06
C -2.19 -2.94 2.24
C -1.44 -2.02 3.14
O -1.81 -0.87 3.27
C -0.28 -2.56 3.86
C 0.10 -3.83 3.68
C -0.63 -4.74 2.75
O -0.24 -5.88 2.60
O 1.17 -4.34 4.33
O -3.28 -2.44 1.61
H -2.34 -4.88 1.40
H 0.25 -1.89 4.52
H 1.24 -5.27 4.03
H -3.34 -1.51 1.90
```

Its HOMO-LUMO gap is 8.19 eV. As for the LUMO energy: -3.33 eV. The spin multiplicity is 1. The HOMO energy is -11.52 eV. Its total charge is +1.

=====

# 7
A structure of composition C20H25GeN5Ti. Source: OMol25; level of theory: ωB97M-V/def2-TZVPD.

```
52
C20H25GeN5Ti (ωB97M-V/def2-TZVPD)
Ti -0.01 -0.47 0.45
C -1.97 -1.18 -2.07
N -0.87 -1.91 -1.43
C 0.26 -2.24 -2.33
C 1.41 -1.31 -2.14
N 1.58 -0.56 -1.08
C 2.80 0.09 -1.24
C 3.45 1.00 -0.41
C 4.66 1.49 -0.85
C 5.21 1.10 -2.08
C 4.57 0.20 -2.91
C 3.35 -0.29 -2.47
N 2.44 -1.19 -3.01
C -1.79 0.29 -1.93
N -1.18 0.83 -0.91
C -1.26 2.21 -1.08
C -0.77 3.25 -0.30
C -1.00 4.53 -0.74
C -1.71 4.79 -1.92
C -2.20 3.77 -2.71
C -1.96 2.47 -2.26
N -2.29 1.22 -2.78
H -2.08 -1.46 -3.13
H -2.90 -1.47 -1.57
H -1.24 -2.78 -1.07
H 0.60 -3.26 -2.10
H -0.06 -2.25 -3.38
H 3.00 1.28 0.54
H 5.20 2.19 -0.24
H 6.16 1.51 -2.38
H 5.00 -0.10 -3.86
H 2.53 -1.67 -3.89
H -0.23 3.02 0.62
H -0.64 5.37 -0.15
H -1.87 5.81 -2.22
H -2.75 3.97 -3.62
H -2.81 1.04 -3.62
C -0.05 -1.17 4.87
Ge -0.15 -1.11 2.93
C 0.78 -2.63 2.03
C -2.00 -1.35 2.22
C 0.51 0.48 1.96
H -0.41 -2.13 5.24
H -0.66 -0.37 5.29
H 0.98 -1.03 5.19
H 0.22 -3.56 2.05
H 1.76 -2.79 2.48
H 1.03 -2.43 0.97
H -2.33 -2.39 2.16
H -2.13 -0.92 1.20
H -2.71 -0.79 2.82
H 0.89 1.26 2.62
```

For the energy relative to the best compared isomer or geometry (same formula, charge and spin), the calculation gives 0.0 kcal/mol. Its HOMO-LUMO gap (spin up / spin down) is 7.17 / 7.17 eV. As for the LUMO energy (spin up / spin down): -2.51 / -2.53 eV. The spin multiplicity is 2. The HOMO energy (spin up / spin down) is -9.68 / -9.70 eV. Its total charge is +1.